# 1
# C6H9N3S

The molecule C6H9N3S at a distorted geometry (ωB97M-V with the def2-TZVPD basis set, the Open Molecules 2025 dataset).

```
19
Properties=species:S:1:pos:R:3:lowdin_charge:R:1
C -1.6855 3.6183 1.2460 -0.16
C -2.5945 2.7918 0.4995 -0.13
C -0.6456 1.9694 0.4768 -0.48
C 0.3399 -1.4807 0.0890 -0.43
C 1.9373 -3.0011 -1.2783 -0.09
C 0.6044 -2.7742 -0.5014 -0.32
N -0.4850 3.1215 1.1998 0.06
N -1.9058 1.7390 0.0606 0.08
N 0.5604 1.3253 0.1362 -0.24
S 1.3446 -0.1606 0.1256 1.03
H -1.7521 4.4941 1.8046 0.08
H -3.5739 3.1028 0.4116 0.07
H -0.5958 -1.0820 0.5107 0.07
H 2.7494 -3.3088 -0.6473 0.08
H 2.1659 -2.0171 -1.5632 0.02
H 1.8327 -3.6285 -2.0593 0.04
H 0.6429 -3.6214 0.1952 0.11
H -0.1000 -3.1768 -1.2160 0.11
H 1.1609 2.0890 0.5098 0.10
```

Calculated values
Energy relative to the best compared isomer or geometry (same formula, charge and spin) ... 89.5 kcal/mol
Frontier orbital gap (alpha / beta) ... 7.429 / 5.656 eV



# 2
# C6H9N4

A cluster of 2 separate species, C6H9N4 in total at a distorted geometry (ωB97M-V with the def2-TZVPD basis set, the Open Molecules 2025 dataset).

```
19
Properties=species:S:1:pos:R:3:mulliken_spin:R:1
C -1.2126 -1.1494 0.1445 0.04
C -3.2045 -0.1606 0.6105 0.58
C 1.1498 0.2527 -0.2878 -0.01
C 3.0332 -1.3646 -0.4863 0.00
C 0.0797 2.5123 0.1418 0.01
C -1.9630 -0.2836 0.9770 0.41
N -0.6382 -1.7824 -0.6310 0.30
N -4.1135 -0.1474 -0.1451 0.60
N 1.7299 -0.8074 -0.5336 0.01
N 0.7009 1.2891 0.0586 0.01
H 3.4442 -1.1488 0.4492 0.00
H 2.9049 -2.4179 -0.5307 0.00
H 3.7451 -1.1420 -1.2785 0.00
H -0.5737 2.4962 1.0072 0.00
H -0.4881 2.7720 -0.7084 0.00
H 0.9446 3.2442 0.2236 0.00
H -1.5112 0.0168 1.9070 0.05
H 0.9812 -1.5642 -0.8410 0.00
H -5.0085 -0.6149 -0.0770 0.02
```

Calculated values
⟨S²⟩ ... 2.023
Energy relative to the best compared isomer or geometry (same formula, charge and spin) ... 52.0 kcal/mol
Frontier orbital gap (alpha / beta) ... 6.139 / 7.899 eV
Total charge ... +1
2S+1 ... 3



# 3
# C6H9N5O2

The molecule C6H9N5O2 at a distorted geometry (ωB97M-V with the def2-TZVPD basis set, the Open Molecules 2025 dataset).

```
22
Properties=species:S:1:pos:R:3:lowdin_charge:R:1
C 2.4412 1.6732 -1.5558 -0.08
C 2.0717 0.6689 -0.4738 -0.22
N 0.7713 1.0780 0.1158 0.07
C -0.2572 0.1839 0.2419 -0.26
N 0.1016 -0.9808 0.8165 0.18
C -0.8674 -1.7956 1.1028 -0.42
N -0.5024 -2.9221 1.7233 0.17
N -2.1809 -1.5574 0.8550 0.21
C -2.5459 -0.4055 0.2120 -0.43
O -3.7315 -0.1819 0.1999 0.08
C -1.5407 0.5918 -0.1033 -0.12
N -1.9332 1.8512 -0.5703 0.02
O -1.1259 2.7487 -0.8729 -0.07
H 2.6686 2.6175 -1.1018 0.07
H 3.2944 1.2903 -2.1241 0.08
H 1.6120 1.8349 -2.2335 0.08
H 1.9657 -0.3430 -0.9465 0.12
H 2.7787 0.5652 0.3311 0.10
H 0.4473 1.9802 -0.1827 0.08
H 0.5150 -3.0565 1.7750 0.13
H -1.0821 -3.7288 1.5791 0.11
H -2.9003 -2.1121 1.2122 0.15
```

Calculated values
SMILES ... CCNc1nc(N)[nH]c(=O)c1N=O
Energy relative to the best compared isomer or geometry (same formula, charge and spin) ... 4.2 kcal/mol
Frontier orbital gap ... 8.156 eV



# 4
# C6H9NO

A cluster of 2 separate species, C6H9NO in total at a distorted geometry (ωB97M-V with the def2-TZVPD basis set, the Open Molecules 2025 dataset).

```
17
Properties=species:S:1:pos:R:3:lowdin_charge:R:1
C -0.4005 -0.0778 1.9087 -0.13
C 0.5211 -1.0716 1.2554 -0.15
C 1.7751 -0.2130 0.8748 -0.14
C 1.4604 0.9018 -0.1489 -0.14
C -2.7744 0.0526 -2.7983 -0.18
C -0.0567 1.1672 0.0395 -0.04
N -0.5205 0.8870 1.1290 0.03
O -3.7155 0.7612 -2.7356 0.01
H -0.6825 -0.1069 2.9012 0.09
H 0.8149 -1.8620 1.7833 0.06
H 0.0002 -1.5363 0.4624 0.10
H 2.1699 0.1508 1.7040 0.05
H 2.5673 -1.0385 0.4996 0.17
H 1.9558 1.7572 0.0088 0.06
H 1.3929 0.7103 -1.1742 0.07
H -2.0731 -0.3218 -1.9219 0.10
H -2.4345 -0.1601 -3.7876 0.05
```

Calculated values
Energy relative to the best compared isomer or geometry (same formula, charge and spin) ... 134.3 kcal/mol
Frontier orbital gap ... 8.080 eV